Entry A
DFT (ωB97M-V/def2-TZVPD) results for 2 unconnected molecules or ions with the total composition CH6NPS.

```
10
Properties=species:S:1:pos:R:3
C 1.069 1.099 0.135
N 0.738 -1.754 0.734
P 0.319 -0.573 -0.203
S -2.862 0.548 0.124
H 1.140 1.591 1.012
H 1.997 1.274 -0.277
H 0.462 1.784 -0.357
H 0.497 -2.668 0.265
H 0.323 -0.710 -1.694
H -3.683 -0.590 0.260
```

The spin multiplicity is 1. The HOMO energy (alpha / beta) comes out at -8.94 / -7.97 eV. For the lowest unoccupied orbital energy (alpha / beta), the calculation gives -0.9 / -1.8 eV. As for the charge: 0.

Löwdin atomic charge list, values in e, 6 entries: C -0.256; N -0.293; P 0.722; S 0.078; H 0.011; H 0.014

=====

Entry B
DFT (ωB97M-V/def2-TZVPD) results for a single CH6NPS molecule.

```
10
Properties=species:S:1:pos:R:3
C -0.665 1.163 0.062
N 0.378 -1.165 -1.223
P -0.433 -0.551 0.563
S 1.280 -0.311 1.817
H 0.234 1.530 -0.292
H -1.310 1.631 0.802
H -1.056 1.058 -1.004
H -0.314 -1.700 -1.660
H 0.584 -0.288 -1.676
H 1.301 -1.368 2.611
```

Its structure (SMILES) is CP(N)S. The spin multiplicity is 1. The HOMO energy comes out at -8.99 eV. For the lowest unoccupied orbital energy, the calculation gives 0.9 eV. As for the charge: 0.

Löwdin atomic charge list, values in e, 6 entries: C -0.428; N -0.194; P 0.532; S 0.327; H -0.009; H 0.035

=====

Which is most stable, and by how much? entry B, by 267.7 kJ/mol.

=====

Entry A
DFT (ωB97M-V/def2-TZVPD) results for 4 unconnected molecules or ions with the total composition C3H14NO4.

```
22
Properties=species:S:1:pos:R:3
C 1.644 -1.181 0.683
O 1.758 0.125 0.473
C 0.219 -1.555 1.366
C -0.116 -0.633 2.606
N -1.086 -1.562 0.578
H 2.440 -1.625 1.259
H 1.731 -1.900 -0.296
H 0.183 -2.702 1.690
H 0.651 -0.206 3.369
H -0.867 -0.054 2.008
H -0.796 -1.058 3.372
H -1.214 -0.614 0.147
H -0.949 -2.281 -0.051
H -0.687 1.855 0.180
H 0.566 1.117 -0.100
O -0.305 1.424 -0.585
H 1.605 0.494 -2.928
H 0.302 -0.475 -3.107
O 1.139 -0.156 -3.545
H -3.012 2.074 -1.247
H -1.855 2.655 -0.428
O -2.716 2.840 -0.823
```

The spin multiplicity is 1. The HOMO energy comes out at -3.59 eV. For the lowest unoccupied orbital energy, the calculation gives 3.6 eV. As for the charge: -1.

Löwdin atomic charge list, values in e, 6 entries: C -0.470; O -0.324; C -0.399; C -0.112; N -0.012; H 0.055

=====

Entry B
DFT (ωB97M-V/def2-TZVPD) results for 4 unconnected molecules or ions with the total composition C3H14NO4.

```
22
Properties=species:S:1:pos:R:3
C 0.707 -0.741 -1.280
N 0.942 -0.183 0.064
C -0.384 -0.299 0.773
O -1.427 0.199 0.118
C 1.988 -1.415 -1.758
H -0.004 -1.549 -1.193
H 0.417 0.090 -1.855
H 1.185 0.824 0.114
H -0.249 0.322 1.728
H -0.498 -1.392 1.125
H 2.266 -2.342 -1.062
H 2.751 -0.675 -1.734
H 1.591 -1.798 -2.778
H 2.803 -0.571 2.725
H 1.872 -0.089 1.113
O 2.635 0.056 2.010
H -0.731 1.441 -0.747
H -0.933 2.930 -1.113
O -0.198 2.301 -1.118
H -4.282 0.426 1.402
H -3.030 -0.036 0.589
O -3.964 -0.253 0.844
```

The spin multiplicity is 1. The HOMO energy comes out at -4.35 eV. For the lowest unoccupied orbital energy, the calculation gives 3.9 eV. As for the charge: -1.

Löwdin atomic charge list, values in e, 6 entries: C -0.283; N -0.104; C -0.456; O -0.290; C -0.109; H 0.109

=====

Which is most stable, and by how much? entry B, by 79.4 kJ/mol.

=====

Entry A
DFT (ωB97M-V/def2-TZVPD) results for a single C3H10N4 molecule.

```
17
Properties=species:S:1:pos:R:3
C -1.601 0.006 -1.421
C 1.422 1.336 1.554
N -0.691 -0.814 -0.618
C 0.409 -0.018 -0.041
N -1.447 -1.546 0.351
N 1.435 -0.473 -0.802
N 0.257 0.670 1.009
H -1.670 -0.910 1.121
H -0.830 -2.260 0.729
H 2.327 -0.004 -0.755
H 0.671 -1.156 -1.389
H -2.096 0.757 -0.799
H -1.024 0.499 -2.201
H -2.349 -0.647 -1.864
H 1.861 2.052 0.848
H 1.119 1.885 2.445
H 2.208 0.623 1.835
```

Its structure (SMILES) is C/N=C(\N)N(C)N. The spin multiplicity is 1. The HOMO energy comes out at -8.85 eV. For the lowest unoccupied orbital energy, the calculation gives 1.0 eV. As for the charge: 0.

Löwdin atomic charge list, values in e, 6 entries: C -0.076; C -0.152; N -0.290; C -0.536; N 0.049; N 0.115

=====

Entry B
DFT (ωB97M-V/def2-TZVPD) results for 3 unconnected molecules or ions with the total composition C3H10N4.

```
17
Properties=species:S:1:pos:R:3
C 1.083 -0.354 1.100
N -0.826 0.988 1.518
N -0.798 2.107 0.917
H -1.363 0.327 0.941
H 1.223 1.516 -1.424
H -0.316 2.789 1.517
H 1.049 -0.132 2.159
H 1.016 -1.434 0.982
H 2.026 0.062 0.751
C 0.280 -0.163 -0.930
C -1.110 -1.996 -1.051
N -0.976 -0.749 -0.835
N 0.288 1.139 -1.336
H -0.310 1.771 -0.743
H 1.103 -0.774 -1.309
H -0.293 -2.642 -1.394
H -2.074 -2.456 -0.863
```

The spin multiplicity is 1. The HOMO energy (alpha / beta) comes out at -7.78 / -7.78 eV. For the lowest unoccupied orbital energy (alpha / beta), the calculation gives 0.3 / 0.3 eV. As for the charge: 0.

Löwdin atomic charge list, values in e, 6 entries: C -0.048; N -0.036; N -0.049; H 0.029; H 0.090; H 0.055

=====

Which is most stable, and by how much? entry A, by 283.5 kJ/mol.

=====

Entry A
DFT (ωB97M-V/def2-TZVPD) results for 2 unconnected molecules or ions with the total composition C3H10N4.

```
17
Properties=species:S:1:pos:R:3
C 1.292 -0.269 -0.875
C 0.337 -1.083 -0.169
N -1.356 -1.113 1.464
N -0.190 -2.222 -0.677
N -0.257 -0.459 0.853
H -1.334 -0.902 2.454
H -2.226 -0.767 1.069
H 0.343 -2.740 -1.352
H -0.845 -2.723 -0.094
H 1.711 -0.719 -1.772
H 0.622 0.785 -0.966
H 2.065 0.151 -0.235
C -0.142 2.129 -0.253
N 0.720 2.816 0.386
H 0.564 3.831 0.340
H -0.980 2.633 -0.782
H -0.326 0.652 0.609
```

The spin multiplicity is 1. The HOMO energy comes out at -6.60 eV. For the lowest unoccupied orbital energy, the calculation gives 0.8 eV. As for the charge: 0.

Löwdin atomic charge list, values in e, 6 entries: C -0.058; C -0.426; N 0.023; N 0.157; N -0.060; H 0.083

=====

Entry B
DFT (ωB97M-V/def2-TZVPD) results for 2 unconnected molecules or ions with the total composition C3H10N4.

```
17
Properties=species:S:1:pos:R:3
C 1.885 -0.918 0.796
C 0.461 2.156 -0.457
N 0.320 0.727 -0.213
N -1.022 0.380 0.086
N 2.068 -1.628 -0.235
C -2.488 -1.321 -0.168
N -1.529 -0.623 -0.617
H -1.204 0.411 1.094
H 0.614 0.171 -1.037
H 1.456 -2.440 -0.308
H 1.161 -1.116 1.594
H 2.576 -0.103 0.974
H -0.189 2.520 -1.260
H 1.500 2.349 -0.716
H 0.216 2.693 0.460
H -2.906 -1.203 0.831
H -2.920 -2.055 -0.825
```

Its structure (SMILES) is C=NNNC.C=N. The spin multiplicity is 1. The HOMO energy comes out at -8.03 eV. For the lowest unoccupied orbital energy, the calculation gives 1.0 eV. As for the charge: 0.

Löwdin atomic charge list, values in e, 6 entries: C -0.198; C -0.110; N -0.158; N -0.117; N -0.003; C -0.077

=====

Which is most stable, and by how much? entry B, by 37.6 kJ/mol.

=====

Entry A
DFT (ωB97M-V/def2-TZVPD) results for a single C20H22N4O2 molecule.

```
48
Properties=species:S:1:pos:R:3
O -0.593 2.830 0.074
N 3.012 4.117 -2.504
N 1.464 5.741 -1.814
O -2.800 -3.330 2.262
C 0.481 2.483 -0.424
C 2.480 5.342 -2.586
C 2.417 3.218 -1.778
C 0.851 4.813 -1.067
C 1.063 -1.117 0.392
C -1.084 -0.049 0.360
C 0.519 -2.278 0.926
C -1.635 -1.237 0.882
C 1.258 3.498 -1.044
C 0.293 0.022 0.134
C -0.867 -2.375 1.149
N 0.940 1.164 -0.356
N -1.338 -5.591 3.242
C -3.470 -4.482 2.879
C -0.638 -4.402 2.658
C 3.407 7.794 -3.055
C 2.249 7.555 -4.083
C -1.812 -4.606 0.486
C -2.420 -5.932 1.086
C 3.094 6.356 -3.556
C -1.522 -3.658 1.637
C -2.677 -5.798 2.620
H 2.801 2.200 -1.764
H 0.008 5.122 -0.477
H 2.118 -1.106 0.202
H -1.788 0.779 0.202
H 1.170 -3.138 1.160
H -2.728 -1.302 0.950
H 1.921 1.040 -0.603
H -1.364 -5.496 4.257
H -4.461 -4.567 2.431
H -3.600 -4.333 3.926
H -0.226 -3.716 3.404
H 0.249 -4.793 2.114
H 3.083 8.033 -2.041
H 4.325 8.218 -3.414
H 1.242 7.683 -3.718
H 2.434 7.878 -5.101
H -0.896 -4.836 -0.083
H -2.516 -4.127 -0.267
H -3.352 -6.174 0.583
H -1.715 -6.727 0.920
H 3.832 5.940 -4.210
H -3.209 -6.656 3.010
```

Its structure (SMILES) is O=C(Nc1ccc([C@]23CC[C@H](CO2)NC3)cc1)c1cnc(C2CC2)nc1. The spin multiplicity is 1. The HOMO energy comes out at -8.35 eV. For the lowest unoccupied orbital energy, the calculation gives 0.0 eV. As for the charge: 0.

Löwdin atomic charge list, values in e, 6 entries: O 0.064; N 0.132; N 0.152; O -0.090; C -0.404; C -0.280

=====

Entry B
DFT (ωB97M-V/def2-TZVPD) results for a single C20H22N4O2 molecule.

```
48
Properties=species:S:1:pos:R:3
O 4.689 -1.214 5.348
N 1.564 0.232 -1.804
O 3.855 -2.135 3.456
C 3.835 -1.274 4.501
C 0.264 0.550 -1.833
C 2.908 0.930 5.160
C 2.072 0.692 -3.039
C -2.120 0.122 -0.945
C 1.089 1.208 -3.797
C -0.748 0.354 -0.695
C 2.704 -0.329 4.538
C -4.635 -0.922 -3.526
C -4.267 -0.187 -4.650
C -3.923 -0.785 -2.339
C -3.153 0.701 -4.565
C -2.783 0.035 -2.267
C -2.407 0.774 -3.391
N -0.041 1.142 -3.026
N -0.362 0.248 0.661
N 1.547 -1.011 2.485
C 1.352 -0.636 3.886
C -1.314 1.779 -3.331
C 0.830 1.024 1.172
C -0.726 -0.920 1.473
C 1.982 0.066 1.556
C 0.457 -1.826 1.879
H 3.042 -1.953 2.924
H 2.149 1.694 5.223
H 3.875 1.181 5.613
H 3.117 0.611 -3.323
H -2.751 -0.078 -0.066
H 1.149 1.579 -4.825
H -5.502 -1.585 -3.561
H -4.792 -0.182 -5.589
H -4.240 -1.311 -1.448
H -2.915 1.311 -5.419
H 0.678 0.188 3.969
H 0.889 -1.465 4.413
H -1.528 2.544 -2.559
H -1.197 2.308 -4.272
H 1.201 1.696 0.366
H 0.555 1.672 2.019
H -1.188 -0.567 2.399
H -1.395 -1.554 0.925
H 2.465 -0.414 0.635
H 2.757 0.654 2.039
H 0.865 -2.365 1.029
H 0.097 -2.583 2.600
```

Its structure (SMILES) is C=C(CN1CCN(C2=Cc3ccccc3Cn3ccnc32)CC1)C(=O)O. The spin multiplicity is 1. The HOMO energy comes out at -7.64 eV. For the lowest unoccupied orbital energy, the calculation gives 0.3 eV. As for the charge: 0.

Löwdin atomic charge list, values in e, 6 entries: O 0.102; N 0.109; O 0.104; C -0.517; C -0.223; C 0.132

=====

Which is most stable, and by how much? entry A, by 17.0 kJ/mol.